C48H96O34 | ωB97M-V/def2-TZVPD

Geometry as XYZ:
```
178
Properties=species:S:1:pos:R:3:forces:R:3:mulliken_charge:R:1
C -2.876 5.573 -8.895 -1.198 -1.232 -0.292 -0.605
O -2.717 6.904 -9.288 0.499 2.908 -1.280 -0.272
C -3.435 7.439 -10.340 -1.236 -0.992 -0.278 0.716
O -4.220 6.795 -11.009 0.890 0.660 0.796 -0.545
O -3.205 8.772 -10.516 0.414 -1.474 1.124 -0.298
C -4.141 9.649 -11.172 -0.232 0.012 0.245 -0.636
H -3.929 5.424 -8.656 -0.035 -0.254 0.071 0.282
H -2.283 5.326 -8.014 0.131 0.705 -0.071 0.231
H -2.608 4.846 -9.662 0.035 0.228 -0.279 0.278
H -3.907 9.775 -12.229 0.343 0.082 0.194 0.272
H -4.053 10.557 -10.576 0.222 0.192 -0.511 0.254
H -5.201 9.399 -11.130 0.169 -0.835 0.286 0.323
C -0.444 -10.708 -1.589 -1.387 -1.148 -0.117 -0.684
O 0.069 -9.635 -0.855 0.363 0.742 0.897 -0.316
C -0.735 -8.570 -0.652 -1.822 0.360 -1.951 0.824
O -1.831 -8.381 -1.234 3.558 -0.585 2.354 -0.586
O -0.173 -7.699 0.197 0.133 0.447 0.323 -0.340
C 1.225 -7.712 0.628 0.231 -0.686 -0.035 -0.624
H -0.063 -11.668 -1.240 0.992 0.367 -0.022 0.270
H -0.296 -10.577 -2.661 -0.102 -0.008 0.120 0.266
H -1.490 -10.852 -1.322 -0.313 0.489 -0.586 0.320
H 1.855 -8.257 -0.075 -0.145 0.373 -0.197 0.299
H 1.432 -8.168 1.596 -0.964 -0.620 0.082 0.287
H 1.590 -6.706 0.838 -0.552 0.286 -0.876 0.283
C -1.670 0.283 2.669 0.871 -0.323 -0.866 -0.588
O -1.153 1.038 1.531 -0.410 0.621 -0.026 -0.283
C -0.161 0.580 0.754 1.298 -2.696 0.671 0.758
O 0.433 -0.508 0.929 -1.512 3.087 -0.754 -0.588
O 0.060 1.494 -0.210 -0.420 -0.165 0.154 -0.272
C 1.054 1.280 -1.236 0.375 -0.013 0.508 -0.620
H -2.052 -0.665 2.291 0.215 -0.102 0.233 0.284
H -2.494 0.819 3.139 0.244 0.387 -0.450 0.210
H -0.860 0.156 3.387 -0.128 -0.255 -0.040 0.287
H 0.957 0.298 -1.698 0.117 0.030 0.256 0.291
H 2.037 1.466 -0.803 0.076 -0.571 0.095 0.283
H 0.976 2.052 -2.001 -0.727 -0.004 0.217 0.236
C -4.144 -0.810 12.346 1.615 -0.746 -0.494 -0.622
O -3.389 0.417 12.327 0.181 1.462 -0.655 -0.303
C -2.807 0.905 11.183 -0.677 -1.484 -1.380 0.790
O -2.815 0.383 10.065 -0.177 0.767 2.376 -0.579
O -2.226 2.076 11.463 0.289 -0.574 0.555 -0.296
C -1.561 2.774 10.412 0.042 0.622 -0.830 -0.657
H -3.370 -1.570 12.456 -0.141 -0.441 -0.449 0.286
H -4.708 -0.981 11.429 -0.058 0.202 0.192 0.297
H -4.712 -0.946 13.267 -0.255 0.994 -0.210 0.238
H -2.318 3.315 9.844 0.065 0.063 -0.036 0.285
H -0.957 2.216 9.697 -0.438 -0.843 0.292 0.308
H -0.839 3.485 10.816 -0.449 -0.022 0.626 0.254
C 11.117 1.024 4.272 0.491 -0.369 -0.661 -0.652
O 9.997 0.427 3.523 1.840 1.034 2.477 -0.298
C 10.040 0.125 2.243 1.958 1.251 -0.930 0.805
O 10.952 0.237 1.432 -0.986 -0.293 1.408 -0.587
O 8.814 -0.226 2.000 -1.412 -1.118 -0.179 -0.285
C 8.496 -0.548 0.683 -0.489 -0.138 -1.575 -0.662
H 10.755 1.383 5.235 -0.439 -0.118 -0.388 0.260
H 11.662 1.818 3.760 -0.769 0.278 -0.461 0.289
H 11.944 0.344 4.475 -0.462 -0.740 -0.079 0.300
H 7.564 -1.112 0.658 0.014 0.148 0.349 0.229
H 9.247 -1.153 0.174 0.222 0.131 0.241 0.312
H 8.354 0.379 0.129 0.026 -0.062 -0.202 0.287
C 3.020 -9.468 -7.343 0.372 0.218 -0.655 -0.646
O 2.477 -8.650 -6.316 -0.151 0.323 0.375 -0.303
C 2.904 -7.394 -6.200 2.105 2.317 -2.783 0.891
O 3.543 -6.707 -7.050 -1.922 -2.696 2.423 -0.634
O 2.526 -6.933 -5.027 -0.398 -1.153 0.515 -0.287
C 2.987 -5.687 -4.591 0.291 1.632 0.105 -0.666
H 3.444 -8.841 -8.128 0.035 -0.050 0.043 0.337
H 2.233 -10.086 -7.776 -0.056 0.108 0.282 0.219
H 3.799 -10.096 -6.911 -0.058 -0.012 -0.023 0.258
H 3.620 -5.741 -3.706 0.021 -0.629 -0.022 0.247
H 2.125 -5.087 -4.296 -0.046 -0.006 -0.225 0.232
H 3.560 -5.180 -5.367 -0.214 -0.043 -0.040 0.350
C -6.614 4.433 1.258 -0.598 -0.025 0.921 -0.622
O -6.442 3.889 -0.040 0.326 -0.129 -0.915 -0.277
C -6.616 2.584 -0.255 -0.882 -3.288 1.944 0.769
O -7.056 1.725 0.566 1.532 3.101 -2.658 -0.595
O -6.208 2.293 -1.516 -0.230 0.895 0.361 -0.288
C -6.035 0.948 -1.957 -0.201 -1.168 0.929 -0.603
H -6.265 5.462 1.347 0.521 -0.162 -0.863 0.249
H -6.073 3.842 1.997 -0.293 -0.129 -0.007 0.280
H -7.673 4.539 1.491 -0.075 -0.601 0.138 0.286
H -6.901 0.301 -1.817 -0.494 0.505 0.007 0.290
H -5.286 0.436 -1.352 0.377 0.307 -0.050 0.265
H -5.758 0.893 -3.010 0.034 0.693 0.202 0.245
C -2.215 -4.482 -6.922 0.847 -0.028 0.929 -0.553
O -1.496 -4.165 -8.120 0.393 1.437 -0.206 -0.310
C -0.790 -2.976 -8.109 0.326 1.212 1.369 0.776
O -0.686 -2.138 -7.193 -0.804 -2.998 -2.571 -0.572
O -0.151 -2.771 -9.287 -0.498 -0.038 0.889 -0.311
C -0.070 -3.783 -10.277 0.123 -0.111 -1.195 -0.603
H -2.787 -5.406 -7.011 -0.057 0.284 -0.767 0.241
H -2.830 -3.651 -6.575 0.042 -0.067 -0.170 0.283
H -1.457 -4.717 -6.175 -0.116 0.265 0.327 0.235
H 0.655 -4.556 -10.020 -0.409 -0.191 0.337 0.263
H 0.318 -3.337 -11.193 0.296 0.551 0.306 0.267
H -1.030 -4.153 -10.637 -0.126 -0.329 0.770 0.283
C 11.381 6.307 0.445 2.366 0.283 -0.129 -0.661
O 10.045 6.285 0.790 0.158 -0.494 0.885 -0.266
C 9.193 6.740 -0.081 -0.437 1.967 -3.306 0.777
O 9.422 7.322 -1.173 -0.598 -2.058 3.351 -0.580
O 8.001 6.478 0.445 0.460 -0.065 0.282 -0.293
C 6.905 6.390 -0.415 -0.941 0.363 -0.557 -0.625
H 11.587 5.797 -0.496 -0.201 0.235 -0.118 0.302
H 11.985 5.813 1.206 -0.545 -0.324 0.212 0.239
H 11.790 7.317 0.448 -0.239 0.182 -0.478 0.301
H 7.070 5.660 -1.207 0.013 -0.113 0.101 0.302
H 6.682 7.346 -0.889 0.003 0.050 0.050 0.292
H 6.082 6.095 0.236 -0.041 -0.032 -0.297 0.212
C 5.927 -2.577 6.938 -0.859 0.028 -0.135 -0.959
C 4.536 -2.104 7.408 0.312 0.427 0.064 0.728
O 4.447 -1.158 8.159 0.166 -0.090 -0.027 -0.537
C 3.244 -2.781 6.947 0.564 0.605 0.040 -0.938
H 6.111 -3.617 7.208 -0.060 -0.036 0.074 0.299
H 6.715 -1.936 7.334 -0.245 -0.040 0.093 0.274
H 5.943 -2.530 5.849 0.063 -0.028 -0.109 0.272
H 3.184 -2.902 5.865 0.284 -0.468 0.039 0.316
H 2.430 -2.105 7.210 0.034 -0.210 0.277 0.277
H 3.176 -3.717 7.502 -0.261 -0.177 -0.320 0.269
C 6.163 1.651 -8.387 -0.175 -0.348 0.019 -1.018
C 6.401 0.504 -7.376 -0.596 2.595 1.532 0.718
O 6.088 0.687 -6.196 0.601 -1.040 -1.891 -0.567
C 7.073 -0.730 -7.906 -0.266 0.073 0.008 -0.888
H 7.066 1.999 -8.889 0.189 -0.631 -0.255 0.304
H 5.727 2.586 -8.034 -0.184 -0.448 0.784 0.317
H 5.453 1.230 -9.099 0.163 0.109 -0.488 0.289
H 6.430 -1.594 -7.734 0.198 -0.085 0.259 0.275
H 8.012 -0.804 -7.357 -0.012 -0.363 -0.052 0.283
H 7.262 -0.674 -8.978 0.077 0.132 0.098 0.288
C 1.118 8.923 3.866 0.007 0.377 -0.399 -0.982
C -0.218 8.274 3.721 -1.541 0.310 -2.483 0.724
O -0.987 8.686 2.838 1.125 -0.830 1.752 -0.582
C -0.610 7.118 4.616 -0.166 0.887 -0.219 -0.919
H 1.017 9.517 4.774 0.644 -0.031 0.226 0.273
H 1.270 9.596 3.022 -0.194 0.086 0.112 0.298
H 1.969 8.243 3.851 -0.145 -0.148 0.612 0.325
H -0.198 7.303 5.608 0.024 -0.446 0.045 0.312
H -0.242 6.198 4.161 0.149 -0.058 0.239 0.256
H -1.699 7.093 4.641 0.092 -0.148 0.099 0.294
C -3.319 -8.387 5.319 0.408 -0.211 -0.877 -0.979
C -3.137 -7.529 6.530 -1.015 -0.776 2.565 0.738
O -2.604 -7.966 7.538 0.514 0.155 -0.955 -0.544
C -3.950 -6.270 6.675 -0.321 0.611 -1.006 -0.915
H -3.789 -7.863 4.487 0.081 -0.049 0.033 0.308
H -3.908 -9.274 5.549 -0.276 0.202 0.325 0.271
H -2.372 -8.820 4.995 0.181 0.255 -0.022 0.302
H -4.809 -6.394 7.335 0.088 -0.551 0.096 0.265
H -4.365 -6.029 5.696 0.023 0.508 0.058 0.255
H -3.414 -5.425 7.107 0.309 -0.143 -0.229 0.299
C -8.920 -1.064 5.808 0.190 0.363 -0.265 -1.052
C -8.948 -0.167 7.019 -0.819 -3.123 3.689 0.909
O -9.284 -0.647 8.146 0.954 1.858 -3.437 -0.583
C -8.481 1.216 6.839 0.173 1.379 0.015 -1.128
H -9.278 -2.082 5.959 -0.061 0.291 0.310 0.290
H -7.875 -1.095 5.502 0.145 -0.159 -0.132 0.295
H -9.442 -0.596 4.973 -0.121 -0.006 -0.049 0.323
H -7.509 1.341 6.362 0.051 -0.566 -0.233 0.326
H -8.398 1.790 7.762 -0.403 -0.279 0.107 0.307
H -9.185 1.702 6.165 -0.101 0.238 -0.007 0.315
C -0.134 10.420 -2.734 0.682 -0.405 -0.843 -1.046
C -0.193 8.924 -3.179 -0.414 -0.100 1.467 0.743
O 0.811 8.285 -3.396 0.012 0.760 -0.303 -0.543
C -1.522 8.156 -3.092 1.200 0.458 -0.201 -0.915
H 0.924 10.639 -2.587 -0.029 -0.066 0.332 0.316
H -0.720 10.698 -1.858 -0.023 -0.478 0.036 0.303
H -0.419 11.123 -3.517 -0.349 -0.259 -0.301 0.298
H -2.177 8.529 -3.879 -0.361 -0.200 0.245 0.295
H -1.924 8.267 -2.084 -0.319 0.246 -0.165 0.287
H -1.227 7.115 -3.224 -0.397 0.033 -0.251 0.263
C -9.006 -6.184 -0.052 -0.140 -0.275 -0.514 -1.108
C -8.009 -5.964 1.060 -1.906 -1.585 2.582 0.869
O -8.079 -6.623 2.116 0.469 1.095 -2.346 -0.581
C -7.154 -4.779 0.948 1.128 0.187 -0.499 -0.997
H -8.535 -6.193 -1.035 0.226 -0.194 0.000 0.340
H -9.707 -5.353 -0.133 0.043 0.274 0.354 0.301
H -9.611 -7.081 0.075 0.291 -0.028 0.164 0.300
H -6.702 -4.740 -0.043 0.037 0.085 -0.108 0.346
H -6.349 -4.828 1.682 -0.261 0.327 0.116 0.250
H -7.789 -3.896 1.028 0.128 0.117 0.259 0.279
```
Forces are in eV/Å.

Its largest force on an atom is 0.095 Eh/bohr. Its energy above the lowest of the compared OMol25 structures with the same formula, charge and spin is 100.0 kcal per mole. The net charge is 0. Its spin multiplicity is 1. The value obtained for the electronic energy is -120941.1551 eV. The calculation puts the frontier orbital gap at 9.5 eV. The LUMO energy is 0.06 eV. As for the highest occupied orbital energy: -9.468 eV.